50
Properties=species:S:1:pos:R:3:forces:R:3 method="wB97M-V/def2-TZVPD" homo_lumo_gap_ev="6.4 / 7.3" spin_multiplicity=4 s_squared=3.836 charge=+1
C -1.00579 -3.98462 -1.24520 0.727 -0.765 0.114
C -0.31523 -2.84687 -0.71745 -0.068 0.734 -0.028
N -1.11361 -1.73171 -0.43967 0.414 -0.433 0.829
C -2.43693 -1.88452 -0.16697 -0.608 -1.541 -0.374
C -3.06725 -3.09526 -0.40503 -0.153 1.367 0.404
C -2.35685 -4.13461 -1.00778 0.945 -0.497 -0.265
C 1.08251 -2.86561 -0.43459 -0.427 1.282 -1.453
P 1.98805 -1.52061 0.37051 -0.260 -1.500 -0.385
Mn -0.41778 0.01726 -0.03387 1.999 1.605 1.067
P -2.44877 0.90156 0.19573 -0.812 -0.198 0.014
C -3.18553 -0.74527 0.45851 -0.580 0.214 0.125
O 1.48136 -3.13487 -4.42014 -0.161 1.502 1.594
O 2.95068 0.70293 -4.09853 -1.934 0.947 -0.249
H -0.34733 -4.78485 -1.66963 -0.961 0.649 0.469
H -4.10943 -3.18344 -0.13372 -0.011 -0.151 -0.082
H -2.85532 -5.09039 -1.20401 0.231 0.464 -0.176
C 2.69456 -2.34132 1.79662 0.367 0.472 0.037
C 3.26435 -0.57139 -0.52340 0.099 0.376 -0.321
H -4.20148 -0.71776 0.07646 -0.253 -0.155 0.041
H -3.26254 -0.86239 1.54502 0.079 -0.219 -0.075
H 1.72941 -2.49411 -3.68631 -0.286 -1.301 -1.334
H 1.63868 -3.53832 -1.13135 -0.028 0.523 1.032
C -2.61065 1.80599 1.75973 -0.108 0.199 -0.194
C -3.49073 1.70349 -1.09104 0.373 0.026 0.135
H -0.68735 1.33126 -1.45432 -0.035 2.071 -2.394
H 2.32094 1.44360 -4.37539 1.431 -1.401 0.512
H 2.34746 -0.06127 -4.02674 0.471 0.413 -0.283
H 0.52075 -2.99109 -4.48506 0.403 -0.227 -0.161
H 1.09442 -0.62880 1.12250 0.272 -0.348 -0.871
H -0.68240 1.91456 -2.06053 0.250 -1.675 1.517
H 3.53999 -2.92292 1.43985 0.184 -0.114 0.059
H 3.01377 -1.62442 2.56288 -0.092 -0.302 -0.063
H 1.91007 -3.02719 2.10534 0.084 0.078 0.388
H 4.20071 -1.14318 -0.61637 -0.454 -0.188 0.181
H 2.96137 -0.29525 -1.54941 -0.101 -0.100 0.498
H 3.51900 0.35578 0.01690 -0.305 -0.282 0.001
H -4.54202 1.75181 -0.72974 0.704 0.024 -0.274
H -3.08416 2.72725 -1.25957 -0.442 -0.710 -0.082
H -3.42426 1.08252 -2.01680 -0.082 0.612 0.644
H -3.66122 2.10046 1.89539 0.311 -0.027 0.114
H -2.28264 1.15655 2.58698 -0.062 0.300 -0.291
H -1.96493 2.69751 1.71103 -0.307 -0.320 0.131
F 1.95439 4.30250 3.14391 -0.820 -0.651 -1.015
C 1.16634 3.87006 2.13519 -0.071 0.741 0.270
F -0.13390 3.98410 2.51952 0.834 0.136 -0.306
F 1.38532 4.65680 1.05810 -0.334 -0.810 0.912
S 1.49526 2.08023 1.74354 2.381 0.867 -0.541
O 2.90739 2.09451 1.36643 -1.700 -0.276 0.093
O 1.16154 1.32254 2.91315 -0.625 -0.302 -0.116
O 0.58084 1.84371 0.56505 -0.478 -1.108 0.152

***

53
Properties=species:S:1:pos:R:3:forces:R:3 method="wB97M-V/def2-TZVPD" homo_lumo_gap_ev=7.0 charge=0 smiles="O=C1C=C(O)C(=O)C=C1O.O=C1C=C(O)C(=O)C=C1O.O=C1C=C(O)C(=O)C=C1O.C=CCPF"
C 3.70022 0.79330 2.98821 -1.545 0.915 -0.675
C 2.55199 1.47061 2.53258 1.210 -0.870 0.696
C 1.17388 0.78847 2.22513 0.572 -0.356 -2.311
P -0.14306 1.09995 3.53971 0.691 -0.795 1.921
F -0.80496 -0.46084 3.83416 0.696 2.143 -1.406
H 4.08593 -0.16648 2.53985 -1.245 0.429 1.348
H 4.29806 1.25771 3.81990 0.111 0.053 -1.810
H 2.68257 2.57915 2.34869 -0.864 -1.089 1.314
H 1.34273 -0.33207 2.17508 -0.353 1.150 0.200
H 0.76807 1.10630 1.21108 0.545 -0.371 1.115
H -1.22914 1.86378 2.95676 0.364 -1.094 -0.645
C -5.74837 -2.66797 5.01427 0.191 0.239 -0.211
C -5.89290 -3.36960 6.14040 -1.001 -0.446 -0.393
C -4.88528 -3.29834 7.23820 0.729 0.228 0.394
O -5.06426 -3.94015 8.25782 -0.321 -0.100 -0.225
C -3.70801 -2.45204 7.03611 -0.311 -0.324 0.235
C -3.56051 -1.75193 5.90773 1.156 0.560 0.400
C -4.58213 -1.80240 4.82154 -0.602 -0.185 -0.416
O -4.42199 -1.13600 3.81563 0.255 0.057 0.225
O -2.48001 -0.96773 5.70164 -1.400 -0.565 -0.043
O -6.96214 -4.17705 6.33692 0.922 0.440 0.319
H -6.47307 -2.70968 4.21251 0.011 0.001 0.029
H -2.97636 -2.42259 7.83178 -0.014 0.016 -0.024
H -2.60798 -0.57267 4.81943 0.273 -0.042 -0.012
H -6.83270 -4.56674 7.22169 -0.055 -0.014 -0.020
C 1.62526 3.26999 -3.64110 -0.334 0.095 -0.216
C 2.22579 3.23008 -2.44956 1.010 0.042 -0.476
C 1.44088 3.14517 -1.18446 -0.592 -0.018 0.366
O 2.02650 3.09167 -0.11726 0.230 0.051 -0.223
C -0.02084 3.13412 -1.28143 0.385 -0.038 0.255
C -0.62157 3.17740 -2.47290 -1.147 -0.034 0.506
C 0.16451 3.23479 -3.73954 0.664 0.069 -0.494
O -0.42069 3.25422 -4.80679 -0.282 -0.026 0.285
O -1.96986 3.17052 -2.58328 1.043 0.018 -0.424
O 3.57499 3.26377 -2.33737 -1.001 -0.053 0.444
H 2.18285 3.32898 -4.56489 -0.012 -0.057 0.050
H -0.57928 3.09017 -0.35608 -0.014 0.008 -0.029
H -2.15162 3.20648 -3.54120 -0.073 -0.008 0.033
H 3.75693 3.22128 -1.38020 0.082 -0.007 -0.047
C 1.76636 -0.57416 -4.85268 0.242 0.338 -0.105
C 1.53133 -1.88427 -4.95404 -0.941 0.063 0.768
C 2.37062 -2.76142 -5.82114 0.554 -0.234 -0.522
O 2.13591 -3.95419 -5.87202 -0.262 0.160 0.234
C 3.45249 -2.13768 -6.58712 -0.213 -0.302 0.118
C 3.68498 -0.82696 -6.48805 0.894 -0.080 -0.775
C 2.86297 0.04464 -5.60021 -0.570 0.197 0.495
O 3.11815 1.23284 -5.52314 0.275 -0.164 -0.290
O 4.67808 -0.23165 -7.18938 -0.842 0.032 0.724
O 0.52172 -2.47442 -4.27353 0.876 -0.018 -0.697
H 1.16654 0.07192 -4.22596 0.008 -0.024 -0.011
H 4.04264 -2.78080 -7.22550 -0.006 0.021 0.018
H 4.63990 0.71140 -6.94347 0.072 -0.011 -0.052
H 0.56388 -3.41883 -4.51454 -0.060 0.003 0.057

***

10
Properties=species:S:1:pos:R:3:forces:R:3 method="wB97M-V/def2-TZVPD" homo_lumo_gap_ev=8.2 charge=0
C 0.36336 -0.44106 -0.03261 -0.172 2.887 1.112
N -0.45894 -1.50161 -0.10673 0.031 0.191 -0.030
N -0.17981 0.91449 0.28463 0.609 -2.756 -0.812
O 2.50333 0.93008 0.02524 0.428 0.915 0.050
O -1.40455 1.11122 -0.41818 0.042 0.042 -0.079
S 2.04605 -0.48130 -0.08934 -1.039 -0.839 -0.152
H -1.41734 -1.39125 0.18193 0.040 0.052 -0.041
H -0.02585 -2.39949 0.03464 -0.192 -0.075 -0.080
H 0.52913 1.58642 -0.02933 -0.129 -0.138 -0.067
H -1.95538 1.67250 0.14974 0.382 -0.278 0.098

***

63
Properties=species:S:1:pos:R:3:forces:R:3 method="wB97M-V/def2-TZVPD" homo_lumo_gap_ev=5.2 charge=0
F -3.28871 -4.91533 -4.27450 0.494 0.047 1.482
C -2.86308 -4.89536 -2.96328 -0.077 -0.097 -0.692
C -3.39234 -5.85269 -2.09015 0.397 0.407 0.296
C -2.89266 -5.84913 -0.78185 -0.235 -0.741 0.227
F -3.33805 -6.82744 0.08183 0.510 1.192 -0.987
C -1.95243 -4.93272 -0.33355 0.042 0.658 -0.236
C -1.51078 -3.90027 -1.21317 -1.065 -1.395 -0.768
C -0.65771 -2.85742 -0.74321 1.016 1.121 -0.052
C -0.26852 -1.76132 -1.50518 -1.177 -0.020 0.292
C 0.85068 -0.97967 -1.19967 0.798 -0.554 0.910
C 1.56526 -0.26394 -2.22806 0.504 0.768 -1.133
C 2.97657 -0.38965 -2.26111 -0.426 -0.346 0.160
C 3.65777 -0.08789 -3.42753 0.671 -0.058 -0.397
F 4.99969 -0.39570 -3.50802 -1.518 0.521 0.125
C 3.03340 0.47233 -4.54845 -0.124 -0.302 0.684
C 1.65816 0.69233 -4.45061 -0.467 0.444 -0.342
F 1.01999 1.26491 -5.53100 0.685 -0.679 1.263
C 0.90941 0.34001 -3.32860 0.282 -0.305 -0.142
C -1.91550 -3.95294 -2.57908 -0.338 -0.019 0.488
H -4.14535 -6.57206 -2.41161 0.282 0.201 0.074
H -1.57027 -4.97550 0.68582 -0.257 -0.002 -0.187
H -0.26276 -2.94705 0.27406 0.072 -0.031 -0.319
H -0.83178 -1.50240 -2.40823 0.390 -0.345 0.213
H 1.43832 -1.23791 -0.31375 -0.247 0.037 -0.263
H 3.49582 -0.83246 -1.41603 0.024 0.099 -0.187
H 3.59083 0.69669 -5.45042 -0.100 0.020 0.107
H -0.16840 0.47981 -3.30856 0.193 0.095 -0.131
H -1.49962 -3.25451 -3.30560 -0.309 -0.290 0.141
F -1.34589 6.20573 -1.36802 0.233 -0.428 0.120
C -0.85942 5.05222 -0.87834 -0.081 0.167 0.007
C 0.27791 5.05397 -0.07989 0.072 -0.046 0.075
F 0.91065 6.21280 0.17616 -0.196 -0.424 -0.188
C 0.73764 3.85455 0.47067 -0.200 0.508 -0.289
F 1.92164 3.93449 1.13834 -0.883 -0.165 -0.109
C 0.02366 2.66510 0.32422 0.334 0.158 -0.440
B 0.29101 1.33023 1.15053 0.253 -0.367 -0.579
C 1.51552 1.40932 2.18148 0.346 -0.087 0.207
C 2.77977 0.88344 1.93754 0.033 0.146 0.454
F 3.06515 0.25280 0.76089 -0.210 0.197 0.353
C 3.82385 0.96907 2.85643 -0.062 -0.049 -0.204
F 5.02561 0.43822 2.56538 -0.323 0.184 0.161
C 3.61420 1.60355 4.07519 0.026 -0.009 0.149
F 4.61489 1.68961 4.97158 -0.463 -0.033 -0.382
C 2.35858 2.13585 4.36231 -0.181 0.056 0.025
F 2.13227 2.74139 5.54411 0.203 -0.247 -0.522
C 1.34112 2.03812 3.41337 0.365 0.115 0.257
F 0.16128 2.64214 3.71982 0.663 -0.364 -0.193
C -1.00538 0.78056 1.92138 -0.533 -0.017 0.011
C -1.04559 -0.55251 2.32246 -0.228 0.118 0.281
F 0.01094 -1.38492 2.06167 -0.457 0.323 -0.135
C -2.08793 -1.09617 3.06594 0.208 0.029 0.022
F -2.08564 -2.40208 3.39064 0.004 0.262 0.014
C -3.10388 -0.26550 3.52016 -0.124 0.126 0.084
F -4.04844 -0.73764 4.35169 0.287 0.112 -0.429
C -3.10987 1.07274 3.13861 0.120 0.188 -0.088
F -4.06830 1.89864 3.59707 0.331 -0.451 -0.228
C -2.09468 1.56542 2.31256 -0.401 -0.129 0.401
F -2.21022 2.88315 1.99187 0.291 -0.877 0.187
H 0.54770 0.48141 0.26285 0.020 -0.251 -0.142
C -1.01714 2.67784 -0.60579 0.072 0.519 -0.105
F -1.62735 1.51592 -0.98033 0.161 0.427 0.425
C -1.49423 3.85017 -1.17508 -0.077 -0.166 0.074
F -2.58733 3.83766 -1.95793 0.377 0.051 0.098